Entry 1:
Computed, not measured: 2 unconnected molecules or ions with the total composition C6H10NO7S in a non-equilibrium geometry, with ωB97M-V/def2-TZVPD.

As for the relative energy (zero: lowest compared OMol25 entry of this formula, charge and spin): 176.7 kJ/mol. The calculation puts the total energy at -1214.3354 hartree. Its charge is -1.

Last column: Löwdin charge in e.
Element x y z (Å)
C1 0.676 1.616 -2.306  -0.709
C2 0.241 4.261 -1.405  -0.500
C3 0.474 -0.286 2.967  -0.069
C4 -1.946 1.335 -2.420  -0.121
C5 0.098 0.161 0.542  -0.196
C6 -0.175 -0.853 1.688  -0.472
N1 -0.678 0.889 -1.957  -0.222
O1 0.559 2.713 -2.821  0.006
O2 0.972 4.007 -0.542  0.172
O3 1.633 0.965 -1.980  0.037
O4 -0.730 4.694 -1.894  0.145
O5 0.293 -1.554 -1.492  -0.300
O6 -1.918 -0.945 -0.749  -0.358
O7 -1.553 -1.096 1.931  -0.039
S1 -0.532 -0.461 -1.016  0.694
H1 -0.260 -0.528 3.859  0.110
H2 0.800 0.806 2.896  0.089
H3 1.410 -0.895 3.142  0.075
H4 -2.492 1.922 -1.577  0.112
H5 -1.745 1.955 -3.276  0.078
H6 -2.545 0.445 -2.677  0.076
H7 -0.363 1.205 0.790  0.161
H8 1.127 0.074 0.367  0.076
H9 0.349 -1.853 1.345  0.166
H10 -1.931 -1.123 1.099  -0.012

***

Entry 2:
Computed, not measured: a single C4H9NO3 molecule in a non-equilibrium geometry, with ωB97M-V/def2-TZVPD.

As for the relative energy (zero: lowest compared OMol25 entry of this formula, charge and spin): 335.0 kJ/mol. The calculation puts the total energy at -438.2015 hartree. As for the SMILES: N[C@H](CCO)C(=O)O. Its charge is 0.

Last column: Löwdin charge in e.
Element x y z (Å)
N1 0.334 1.634 -0.546  0.069
C1 -0.267 0.299 -0.307  -0.250
C2 -0.064 -0.692 0.937  -0.106
C3 -0.936 0.006 2.025  -0.273
O1 -0.325 1.209 2.487  -0.138
C4 0.479 -0.546 -1.378  -0.464
O2 1.447 -1.266 -1.266  0.090
O3 -0.514 -0.906 -2.283  0.028
H1 0.091 2.321 0.076  0.014
H2 1.355 1.641 -0.669  0.103
H3 -1.289 0.475 -0.432  0.116
H4 -0.284 -1.673 0.725  0.071
H5 1.042 -0.979 1.355  0.176
H6 -1.935 0.322 1.672  0.104
H7 -1.160 -0.591 3.045  0.156
H8 -0.095 1.993 1.853  0.117
H9 -0.187 -1.641 -2.977  0.187

***

Entry 3:
Computed, not measured: 2 unconnected molecules or ions with the total composition C3H8O3 in a non-equilibrium geometry, with ωB97M-V/def2-TZVPD.

As for the relative energy (zero: lowest compared OMol25 entry of this formula, charge and spin): 452.9 kJ/mol. The calculation puts the total energy at -344.6759 hartree. Its charge is 0.

Last column: Löwdin charge in e.
Element x y z (Å)
C1 -0.981 0.405 0.727  -0.034
C2 1.822 -0.242 -0.802  -0.035
C3 -0.553 -0.775 -0.085  -0.425
O1 2.213 -0.013 0.562  -0.130
O2 0.008 -1.758 0.688  0.017
O3 -1.337 -1.196 -1.144  0.073
H1 -1.468 1.076 0.087  0.058
H2 -1.842 0.278 1.338  0.074
H3 -0.186 0.916 1.331  0.107
H4 1.879 0.629 -1.385  0.041
H5 2.194 -1.139 -1.139  0.033
H6 2.767 0.733 0.572  0.050
H7 0.794 -1.413 1.147  0.090
H8 -2.168 -0.755 -1.126  0.083

***

Entry 4:
Computed, not measured: 2 unconnected molecules or ions with the total composition C2H7ClN, with ωB97M-V/def2-TZVPD.

As for the relative energy (zero: lowest compared OMol25 entry of this formula, charge and spin): 0.0 kJ/mol. The calculation puts the total energy at -595.4150 hartree. Its charge is -1.

Last column: Löwdin charge in e.
Element x y z (Å)
N1 -0.826 -1.022 -0.289  -0.035
C1 1.214 0.168 0.344  -0.133
C2 -0.175 -0.264 0.787  -0.381
H1 -1.765 -1.316 -0.001  0.057
H2 -0.955 -0.415 -1.107  0.050
H3 1.814 -0.716 0.069  0.066
H4 1.732 0.706 1.155  0.061
H5 1.146 0.834 -0.533  0.072
H6 -0.091 -0.939 1.661  0.094
H7 -0.751 0.627 1.104  0.099
Cl1 -1.341 2.338 -3.191  -0.951

***

Entry 5:
Computed, not measured: 2 unconnected molecules or ions with the total composition C19H17N5O5 in a non-equilibrium geometry, with ωB97M-V/def2-TZVPD.

As for the relative energy (zero: lowest compared OMol25 entry of this formula, charge and spin): 32.6 kJ/mol. The calculation puts the total energy at -1383.8721 hartree. As for the SMILES: N#Cc1cc([N+](=O)[O-])cc2c1no[n+]2[O-].C(=C\N1CCOCC1)/c1ccccc1. Its charge is 0.

Last column: Löwdin charge in e.
Element x y z (Å)
N1 -1.827 5.924 -1.992  0.195
C1 -1.175 5.154 -1.417  -0.163
C2 -0.412 4.229 -0.705  -0.141
C3 -0.537 4.108 0.660  0.086
C4 0.201 3.162 1.400  -0.110
N2 0.012 3.060 2.834  -0.326
O1 -1.038 3.491 3.324  0.086
O2 0.903 2.539 3.513  0.090
C5 1.076 2.303 0.776  0.127
C6 1.208 2.412 -0.602  -0.093
C7 0.505 3.346 -1.352  -0.159
N3 0.832 3.218 -2.654  0.126
O3 1.719 2.251 -2.816  0.124
N4 1.933 1.758 -1.581  -0.151
O4 2.708 0.804 -1.324  0.034
H1 -1.229 4.744 1.188  0.140
H2 1.627 1.564 1.337  0.138
C8 0.616 -1.536 0.234  -0.022
C9 -0.541 -2.181 -0.047  -0.098
N5 -1.529 -1.706 -0.941  -0.162
C10 -2.065 -2.644 -1.946  -0.147
C11 -2.772 -1.881 -3.064  -0.189
O5 -3.809 -1.055 -2.549  -0.143
C12 -3.317 -0.111 -1.604  -0.191
C13 -2.587 -0.793 -0.447  -0.140
C14 1.633 -2.003 1.155  -0.224
C15 2.906 -1.421 1.135  -0.043
C16 3.898 -1.850 1.991  -0.083
C17 3.647 -2.868 2.892  -0.094
C18 2.396 -3.454 2.931  -0.086
C19 1.403 -3.030 2.077  -0.038
H3 0.834 -0.641 -0.320  0.086
H4 -0.723 -3.144 0.399  0.107
H5 -1.247 -3.259 -2.334  0.127
H6 -2.763 -3.321 -1.446  0.120
H7 -2.064 -1.230 -3.590  0.121
H8 -3.211 -2.557 -3.808  0.127
H9 -2.647 0.573 -2.135  0.116
H10 -4.172 0.479 -1.250  0.128
H11 -3.292 -1.390 0.140  0.120
H12 -2.146 -0.064 0.240  0.118
H13 3.111 -0.645 0.419  0.080
H14 4.876 -1.398 1.956  0.102
H15 4.424 -3.204 3.560  0.100
H16 2.202 -4.249 3.635  0.103
H17 0.430 -3.488 2.130  0.100

***

Entry 6:
Computed, not measured: a single C5H9NO molecule in a non-equilibrium geometry, with ωB97M-V/def2-TZVPD.

As for the relative energy (zero: lowest compared OMol25 entry of this formula, charge and spin): 183.3 kJ/mol. The calculation puts the total energy at -325.8677 hartree. As for the SMILES: C[C@H]1CN(C)C1=O. Its charge is 0.

Last column: Löwdin charge in e.
Element x y z (Å)
C1 2.191 -0.461 0.264  -0.059
C2 1.061 0.442 -0.226  -0.253
C3 0.080 -0.065 -1.323  -0.029
N1 -1.060 0.096 -0.250  -0.003
C4 -2.468 -0.013 0.378  -0.007
C5 -0.164 0.482 0.677  -0.534
O1 -0.392 0.728 1.841  0.054
H1 1.846 -1.491 0.406  0.084
H2 2.553 -0.098 1.234  0.084
H3 3.044 -0.475 -0.425  0.075
H4 1.442 1.454 -0.416  0.144
H5 0.044 0.590 -2.210  0.105
H6 0.332 -1.083 -1.666  0.109
H7 -2.548 0.628 1.287  0.087
H8 -3.252 0.312 -0.299  0.065
H9 -2.651 -1.025 0.762  0.079

***

- Which formula does entry 2 have?
  C4H9NO3

***

- charge of number 4 (C2H7ClN)?
  -1